1.
Molecular formula: C5H7N2O2PS
Method: DFT, the ωB97M-V functional and the def2-TZVPD basis

Element x y z (Å)
C -2.4583 0.4064 -0.1416
C -2.3417 -0.7019 0.6835
C -1.4526 0.8628 -1.0698
C -1.2168 -1.4524 0.3588
C -0.2280 0.1662 -1.0686
N -0.2877 -1.0571 -0.4435
N 3.0599 1.2013 0.2791
O 0.9200 0.4305 -1.3720
O 0.8058 1.2156 1.0192
P 1.9180 -1.6260 0.8831
S 1.5911 0.2845 0.2655
H -3.3391 0.9773 0.0281
H -2.9862 -0.9894 1.5124
H -1.7639 1.8459 -1.3929
H -0.9293 -2.4742 0.7989
H 3.0748 2.2241 0.3110
H 3.8505 0.6797 -0.1692
H 1.7837 -1.9935 -0.4820

Properties
LUMO level   -0.337 eV
Relative energy (zero: lowest compared OMol25 entry of this formula, charge and spin)   86.25 kcal per mole
E_tot   -1194.04960 Ha

=====

2.
Molecular formula: C24H30N10NiO12
Method: DFT, the ωB97M-V functional and the def2-TZVPD basis

Element x y z (Å)
Ni -0.9774 -0.1442 0.1199
N -1.6606 3.0449 -0.2919
O -1.5804 1.9808 0.2880
O -0.6124 3.6424 -0.6409
O -2.7122 3.3868 -0.7444
N -3.7823 -0.0688 -1.1954
O -3.9409 -0.9524 -1.8940
O -3.0968 -0.1895 -0.2020
O -4.0802 1.0954 -1.5743
N 1.9225 1.5365 0.1237
O 0.9327 0.8202 0.2870
O 1.9473 2.4150 -0.7331
O 2.9781 1.3328 0.6014
N -0.3283 1.0053 -3.0224
O 0.2567 2.0348 -2.7465
O -0.7129 0.3322 -2.0361
O -0.4407 0.7189 -4.2210
N -1.5791 -2.8671 0.0714
C -1.0999 -2.4712 1.3109
C 0.2024 -2.0230 1.2247
C 0.5781 -2.2181 -0.1184
C -0.6482 -2.4750 -0.8053
H -2.5146 -3.1734 -0.1546
H -1.8078 -2.5216 2.1250
H 0.8437 -1.7145 2.0371
H 1.5794 -2.1822 -0.5215
H -0.8684 -2.5951 -1.8558
N 1.3479 5.7141 2.0341
C 2.1335 4.5863 2.2502
C 1.2642 3.4975 2.5764
C -0.0204 4.0046 2.6356
C 0.0479 5.3656 2.3085
H 1.6138 6.5955 1.6188
H 3.1661 4.5503 1.9356
H 1.6563 2.5115 2.7777
H -0.9072 3.4944 2.9815
H -0.7830 6.0532 2.3651
N 2.9771 -1.1112 3.8068
C 2.7363 -1.5367 5.0517
C 2.0042 -0.5306 5.7835
C 2.0409 0.5365 4.9414
C 2.5020 0.1278 3.7598
H 3.5146 -1.5016 3.0460
H 2.9382 -2.5524 5.3585
H 1.7322 -0.4623 6.8264
H 1.5838 1.4672 5.2436
H 2.5093 0.6510 2.8150
N -1.2496 -1.0417 4.0763
C -1.2091 0.0623 3.2206
C -2.5036 0.3216 2.8633
C -3.4051 -0.5922 3.5258
C -2.5461 -1.4253 4.2874
H -0.4038 -1.3222 4.5517
H -0.2961 0.6372 3.1720
H -2.8825 1.1104 2.2304
H -4.4776 -0.6714 3.4265
H -2.7671 -2.2140 4.9913
N -2.8790 -2.3744 -6.5673
C -1.6851 -3.0788 -6.3806
C -1.2863 -2.9513 -5.1267
C -2.2645 -2.2718 -4.4111
C -3.2890 -1.9019 -5.3184
H -3.2840 -2.1457 -7.4639
H -1.0840 -3.5348 -7.1533
H -0.3831 -3.4466 -4.8023
H -2.4065 -2.1225 -3.3509
H -4.2390 -1.4530 -5.0686
N 3.9367 -0.7319 -4.4766
C 2.7902 -1.4752 -4.4858
C 2.1342 -1.4636 -3.3002
C 2.8843 -0.5765 -2.5216
C 3.8911 -0.0557 -3.3008
H 4.6571 -0.6183 -5.1753
H 2.6649 -2.0940 -5.3620
H 1.1800 -1.9536 -3.1744
H 2.8349 -0.4021 -1.4569
H 4.7119 0.5767 -2.9963

Properties
LUMO level (spin up / spin down)   4.127 / 4.122 eV
Charge   -2
Multiplicity   3
E_tot   -3890.63383 Ha

=====

3.
Molecular formula: C32H62BBrClN15O11
Method: DFT, the ωB97M-V functional and the def2-TZVPD basis

Element x y z (Å)
H 3.0174 -1.4698 -6.0696
N 2.6484 -1.3984 -5.1233
C 3.4273 -0.6809 -4.4198
N 4.6451 -0.1238 -5.0136
N 3.1507 -0.4435 -3.0482
C 3.2222 -1.7806 -2.3744
C 3.1075 -1.6028 -0.8409
C 1.6320 -1.2177 -0.4196
C 1.4955 0.3258 -0.3363
C 1.4181 0.9916 1.1012
C -0.1026 1.1765 1.4140
O -0.8104 -0.0041 1.0525
C -2.2106 0.1289 1.0398
C -2.7410 1.0687 2.1461
C -2.9923 1.7251 3.1276
C -2.6298 0.7807 -0.3121
C -1.9631 0.2116 -1.5815
O -1.5758 0.9740 -2.4134
Br -1.7530 -1.6808 -1.9552
O -2.7114 -1.1422 1.3358
C -3.9237 -1.5432 0.7244
C -5.2232 -0.8184 1.2146
C -6.4294 -1.4507 0.4408
C 1.9360 0.0355 2.2462
C 3.4172 -0.3713 2.1539
O 3.6899 -1.5301 2.1749
Cl 4.7992 0.7723 2.0875
O 2.2691 2.1102 1.0531
C 1.9408 3.3763 1.5939
N 3.1933 4.1893 1.4969
C 3.5931 4.4728 0.1065
C 5.1561 4.5442 -0.0152
C 5.5429 4.7536 -1.5072
B 1.6729 3.4601 3.2017
C 0.2394 3.6130 3.8919
O 2.7744 3.3727 4.0456
C 0.9148 4.2183 0.7751
C 0.5530 3.8115 -0.5420
C -0.3726 4.5969 -1.2580
C -0.8456 5.7651 -0.6244
N -0.5306 6.1913 0.5922
C 0.3369 5.4098 1.2399
H 5.0929 -0.8478 -5.5721
H 4.3912 0.5976 -5.6858
H 3.8776 0.1667 -2.6754
H 4.1476 -2.3172 -2.6680
H 2.3646 -2.3747 -2.7343
H 3.4611 -2.4942 -0.2840
H 3.8079 -0.7897 -0.5370
H 1.0255 -1.5463 -1.2903
H 1.2657 -1.8044 0.4351
H 0.6139 0.7182 -0.8851
H 2.3652 0.7703 -0.8608
H -0.5744 2.0621 0.9541
H -0.1585 1.3046 2.5204
H -3.2424 2.0151 4.1409
H -3.7259 0.8189 -0.4853
H -2.3306 1.8483 -0.2656
H -3.9538 -1.5430 -0.3822
H -4.0776 -2.6056 1.0098
H -5.1585 0.2773 1.0827
H -5.3505 -1.0517 2.2912
H -6.9969 -0.7125 -0.1545
H -7.1300 -1.9369 1.1453
H -6.0998 -2.2457 -0.2596
H 1.8098 0.5298 3.2400
H 1.3223 -0.8803 2.3223
H 3.9224 3.5680 1.8607
H 3.2313 5.4945 -0.1428
H 3.2247 3.7664 -0.6619
H 5.5393 3.5687 0.3398
H 5.4838 5.4111 0.5829
H 5.1323 5.7021 -1.9105
H 6.6445 4.8230 -1.5992
H 5.1974 3.9214 -2.1501
H 0.0852 4.6288 4.3136
H 0.2032 2.9027 4.7477
H -0.5663 3.3729 3.1752
H 2.4483 3.4446 4.9539
H 0.9680 2.9127 -1.0142
H -0.7319 4.3490 -2.2619
H -1.5488 6.3896 -1.2024
H 0.6363 5.7598 2.2433
N -1.3237 -4.4535 0.4859
C -1.0434 -5.4220 -0.4328
N -0.9295 -6.6792 0.0714
O -0.9083 -5.1699 -1.6238
H -1.4422 -4.6250 1.4663
H -1.4153 -3.5204 0.1346
H -0.7238 -7.4169 -0.5772
H -1.0382 -6.9065 1.0452
N -2.5731 -10.8222 1.6597
C -2.3757 -9.4739 1.7048
N -3.4278 -8.7247 1.2696
O -1.3306 -8.9799 2.1057
H -3.4188 -11.2509 1.3355
H -1.8190 -11.4061 1.9723
H -3.3205 -7.7268 1.2848
H -4.2895 -9.1143 0.9374
N -3.3966 1.5175 -5.4132
C -4.6965 1.9165 -5.3164
N -5.1553 2.0641 -4.0354
O -5.3967 2.1259 -6.2903
H -2.8050 1.3403 -4.6205
H -3.0212 1.3982 -6.3362
H -6.1081 2.3573 -3.9213
H -4.5949 1.8978 -3.2212
N -6.6626 -3.6122 -3.1650
C -5.5653 -4.2313 -2.6336
N -4.3928 -3.9714 -3.2777
O -5.6339 -4.9591 -1.6564
H -6.6299 -3.0106 -3.9663
H -7.5446 -3.7800 -2.7169
H -3.5619 -4.4096 -2.9143
H -4.3174 -3.3751 -4.0801
N 5.4525 2.7106 4.8705
C 6.3121 3.7073 5.2289
N 7.4436 3.2887 5.8752
O 6.0918 4.8822 4.9929
H 5.6193 1.7399 5.0574
H 4.6039 2.9794 4.3892
H 8.0992 3.9953 6.1540
H 7.6458 2.3289 6.0797

Properties
LUMO level   0.123 eV
SMILES   [H]/N=C(\N)NCCCC[C@@](CO[C@@](C#C)(CC(=O)Br)OCCC)(CC(=O)Cl)O[C@](NCCC)(B(C)O)c1cccnc1.NC(N)=O.NC(N)=O.NC(N)=O.NC(N)=O.NC(N)=O
E_tot   -5964.69601 Ha

=====

4.
Molecular formula: C26H51B3NO18PS
Method: DFT, the ωB97M-V functional and the def2-TZVPD basis

Element x y z (Å)
C 4.1977 3.0503 3.2673
C 5.5326 2.0459 3.1936
C 5.1132 0.5600 3.7946
C 5.2522 -0.6491 2.6586
C 4.4944 -0.2089 1.2685
C 3.7204 -1.5155 0.6474
C 2.2715 -1.8063 1.4289
C 1.2069 -0.5698 1.3235
C -0.3340 -0.9817 0.9488
P -0.1831 -1.8452 -0.7712
N 0.0165 -3.6264 -0.5984
O 1.2687 -1.2197 -1.5833
C -1.3043 0.3652 0.7312
C -0.5984 1.7728 0.2787
C 0.0922 2.6432 1.4769
C -0.9458 3.4461 2.4588
C -1.8860 4.5677 1.6918
S -0.8691 6.1005 1.2757
O -1.5036 7.3423 1.9954
O 0.6082 6.0350 1.7356
O -0.9894 6.3037 -0.4286
C -2.5156 0.2472 -0.4158
B -3.9023 1.0646 0.0603
O -4.1102 2.4891 -0.2655
O -5.0071 0.3727 0.7919
O -2.1554 0.5061 1.9594
C -1.5612 -0.3518 2.9931
O -1.3786 0.0131 4.2622
C -1.1863 -1.7031 2.1457
C -0.4366 -2.6230 3.2768
B -1.4435 -3.4217 4.3056
O -2.4182 -2.7579 5.2350
O -1.3646 -4.8967 4.3659
B -2.5163 -2.6094 1.8002
O -2.5414 -3.8943 1.0741
O -3.8497 -2.0739 2.2356
H 4.3641 3.8002 4.1668
H 3.2073 2.4613 3.4725
H 4.1055 3.7086 2.2777
H 6.4120 2.4723 3.8792
H 5.9716 2.0085 2.1039
H 4.0123 0.5652 4.1946
H 5.8005 0.3281 4.7404
H 4.8219 -1.6262 3.1614
H 6.4027 -0.8531 2.4559
H 3.7280 0.6366 1.5285
H 5.3021 0.1168 0.4613
H 4.3944 -2.4596 0.9318
H 3.6265 -1.5337 -0.5178
H 1.8674 -2.8550 1.1067
H 2.5816 -1.9206 2.5764
H 1.6948 0.2188 0.5714
H 1.1607 -0.0778 2.4102
H 0.0370 -3.9021 0.4148
H 1.0167 -3.7931 -0.9212
H 1.4447 -1.9251 -2.2920
H -1.2985 2.5085 -0.3222
H 0.2675 1.4770 -0.4883
H 0.8372 2.0606 2.1651
H 0.7469 3.4845 0.9386
H -1.6226 2.7709 3.1331
H -0.2646 4.0719 3.2141
H -2.3305 4.1355 0.6990
H -2.7279 4.8641 2.4850
H -0.2175 5.8575 -0.8944
H -2.1520 0.7973 -1.4011
H -2.8722 -0.8501 -0.6029
H -3.6848 2.7351 -1.1460
H -5.4072 1.0603 1.4168
H 0.2287 -3.4053 2.7155
H 0.3144 -1.9333 3.8900
H -2.9606 -2.0631 4.7266
H -0.6558 -5.0830 5.0781
H -3.2945 -3.9073 0.3881
H -4.4791 -2.3009 1.4848
C -4.0918 5.2838 -5.1345
C -3.6622 3.8312 -5.1040
C -4.7146 2.8858 -5.5994
O -4.4143 1.6929 -4.8969
C -3.7931 2.0698 -3.7389
O -3.5648 1.3227 -2.8042
O -3.4605 3.3959 -3.7691
H -3.2773 5.9258 -4.7821
H -4.3695 5.5961 -6.1454
H -4.9391 5.4598 -4.4625
H -2.7195 3.7033 -5.6495
H -4.6510 2.7232 -6.6791
H -5.7354 3.1926 -5.3448
C 0.4210 -6.2848 -4.4972
C 1.5684 -5.4974 -5.0965
C 2.9165 -5.9523 -4.6252
O 3.6946 -4.7731 -4.7286
C 2.8286 -3.7234 -4.5983
O 3.1686 -2.5637 -4.4455
O 1.5300 -4.1471 -4.6637
H -0.5335 -5.9218 -4.8935
H 0.5091 -7.3515 -4.7227
H 0.3763 -6.1535 -3.4104
H 1.5026 -5.5056 -6.1912
H 3.3311 -6.7437 -5.2559
H 2.9270 -6.2863 -3.5815

Properties
LUMO level   0.109 eV
SMILES   CCCCCCCC[C@]1(P(N)O)[C@@](CCCCS(=O)(=O)O)(CB(O)O)OC(=O)[C@@]1(CB(O)O)B(O)O.C[C@@H]1COC(=O)O1.C[C@@H]1COC(=O)O1
E_tot   -3244.38239 Ha

=====

5.
Molecular formula: CH3Cl2OPS
Method: DFT, the ωB97M-V functional and the def2-TZVPD basis

Element x y z (Å)
O -0.3317 0.7718 1.5984
S -0.0714 -0.6924 1.5973
P 0.6432 -1.0562 -0.7104
Cl 2.3968 0.0079 -0.7045
C -0.4841 0.3908 -1.0872
Cl -2.1049 -0.3481 -1.0794
H 0.6462 -0.8740 2.8390
H -0.5334 0.6949 -2.1659
H -0.1606 1.1053 -0.2875

Properties
LUMO level   -1.006 eV
Relative energy (zero: lowest compared OMol25 entry of this formula, charge and spin)   107.86 kcal per mole
SMILES   O=[SH]#P(Cl)CCl
E_tot   -1774.99137 Ha

=====

6.
Molecular formula: C7H6N2O4Ti
Method: DFT, the ωB97M-V functional and the def2-TZVPD basis

Element x y z (Å)
Ti 0.0342 0.0198 -1.1508
O 0.0239 3.0744 -1.0114
C 0.0282 1.9252 -1.0840
C 0.0389 -1.8869 -1.1489
O 0.0411 -3.0379 -1.1152
C 1.9426 0.0245 -1.1151
O 3.0926 0.0268 -1.0570
C -1.8739 0.0152 -1.1938
O -3.0254 0.0120 -1.1829
H 0.0359 0.4255 -5.6414
H 0.0380 -0.3809 -5.6552
N -0.1957 0.6400 3.0713
C 0.0762 -0.6743 3.0608
C 0.1934 -1.0817 1.7507
N -0.0088 -0.0171 0.9431
C -0.2446 1.0177 1.7812
H -0.3402 1.2452 3.9094
H 0.1818 -1.2914 3.9432
H 0.4111 -2.0880 1.4257
H -0.4485 2.0317 1.4710

Properties
LUMO level (spin up / spin down)   -10.729 / -11.365 eV
Charge   +2
Multiplicity   3
E_tot   -1529.52559 Ha

=====

7.
Molecular formula: C3H2NO3
Method: DFT, the ωB97M-V functional and the def2-TZVPD basis

Element x y z (Å)
O -1.2900 -1.6612 0.0353
C -0.1437 -1.8955 0.3755
O 0.4633 -2.8670 0.7023
O 0.8561 -0.7823 0.0962
C 0.4072 0.3764 -0.2390
C -0.1592 1.3430 -0.8960
N 0.7150 1.7984 0.2588
H -0.9523 1.6551 -1.4083
H 0.1036 2.0331 1.0752

Properties
LUMO level   4.284 eV
Charge   -1
Relative energy (zero: lowest compared OMol25 entry of this formula, charge and spin)   81.09 kcal per mole
SMILES   O=C([O-])OC1=CN1
E_tot   -395.94650 Ha

=====

8.
Molecular formula: C4H9NO
Method: DFT, the ωB97M-V functional and the def2-TZVPD basis

Element x y z (Å)
C -2.0713 -1.3300 -0.1908
C -1.9149 -1.0089 1.0827
C -1.1837 0.2134 1.5606
H -2.6575 -2.2099 -0.4265
H -1.6279 -0.7989 -1.0197
H -2.4231 -1.6344 1.8034
H -0.2779 0.3593 0.9638
H -0.9557 0.2079 2.6272
H -1.7993 1.1008 1.4034
N 2.1209 0.9005 -1.8838
C 2.8337 0.7695 -0.7360
O 2.3740 0.9473 0.3646
H 1.1617 1.2288 -1.8229
H 2.5367 0.7611 -2.7854
H 3.8843 0.4935 -0.9408

Properties
LUMO level   0.875 eV
Relative energy (zero: lowest compared OMol25 entry of this formula, charge and spin)   31.92 kcal per mole
SMILES   C=CC.NC=O
E_tot   -287.78159 Ha

=====

9.
Molecular formula: C30H44N5O4
Method: DFT, the ωB97M-V functional and the def2-TZVPD basis

Element x y z (Å)
C 4.9765 -4.1447 2.0218
O 5.5450 -2.8564 2.3328
C 4.7348 -1.7681 2.2655
C 3.4017 -1.7737 1.8497
C 2.5251 -0.8144 2.3482
C 1.0330 -0.9826 2.1903
C 0.3927 -1.3902 3.5210
C 0.8659 -2.7617 4.0218
O 2.0236 -3.1392 4.2111
N -0.2514 -3.5073 4.2516
C -0.1528 -4.8827 4.6857
C -1.5073 -2.9181 3.8049
C -2.0273 -3.6557 2.5598
C -2.5290 -2.9877 4.9456
N -1.0647 -1.5474 3.4723
C -1.8643 -0.5312 3.0760
C -3.2434 -0.6408 2.8998
C -4.1568 0.3971 2.7057
C -5.5730 0.1601 2.6343
C -6.4805 1.2443 2.6491
C -7.8532 1.0671 2.7394
C -8.3729 -0.2302 2.8664
C -7.5128 -1.3326 2.7718
C -6.1434 -1.1519 2.5932
C 3.0164 0.2788 3.0605
C 4.3770 0.3681 3.3765
O 4.9512 1.2335 4.2538
C 4.1416 2.2596 4.8652
C 5.2686 -0.5963 2.8496
O 6.6011 -0.5270 3.1356
C 7.0579 -1.0698 4.4114
H 5.7878 -4.8521 2.1926
H 4.1308 -4.3683 2.6879
H 4.6464 -4.1824 0.9755
H 3.0203 -2.6019 1.2486
H 0.5611 -0.0446 1.8561
H 0.8155 -1.7651 1.4447
H 0.6626 -0.6417 4.2930
H 0.8825 -5.0915 4.9641
H -0.8027 -5.0513 5.5515
H -0.4598 -5.5663 3.8828
H -1.2103 -3.7844 1.8357
H -2.4092 -4.6398 2.8596
H -2.8390 -3.1014 2.0805
H -2.0266 -2.8194 5.9059
H -3.3174 -2.2454 4.8285
H -2.9829 -3.9851 4.9499
H -1.3598 0.4290 2.9059
H -3.6516 -1.6491 2.9492
H -3.8108 1.4272 2.6953
H -6.0344 2.2345 2.5652
H -8.5102 1.9350 2.7182
H -9.4418 -0.3691 3.0190
H -7.9247 -2.3414 2.8327
H -5.4952 -2.0144 2.4316
H 2.3180 1.0443 3.4090
H 4.8473 2.8303 5.4730
H 3.6818 2.9100 4.1037
H 3.3595 1.8189 5.5027
H 8.1379 -0.9270 4.3834
H 6.6141 -0.5071 5.2418
H 6.8061 -2.1357 4.4786
C -5.3304 6.5472 3.0266
N -5.6962 5.2942 2.3894
C -6.7118 4.5557 3.1145
C -4.7798 4.5759 1.6293
N -4.5669 3.3026 1.8335
N -4.1621 5.2964 0.6379
C -4.5820 6.6416 0.3091
C -3.1774 4.6964 -0.2385
H -4.2848 6.8201 2.8706
H -5.9733 7.3599 2.6651
H -5.4960 6.4653 4.1103
H -7.3364 3.9862 2.4180
H -6.2673 3.8644 3.8398
H -7.3448 5.2763 3.6424
H -3.9428 2.9208 1.1285
H -5.6698 6.7407 0.3590
H -4.1185 7.3833 0.9708
H -4.2543 6.8617 -0.7104
H -3.4092 3.6427 -0.4048
H -3.1963 5.2132 -1.2006
H -2.1709 4.7652 0.1900

Properties
LUMO level   -4.462 eV
Charge   +1
Relative energy (zero: lowest compared OMol25 entry of this formula, charge and spin)   0.00 kcal per mole
E_tot   -1743.97383 Ha

=====

10.
Molecular formula: C6H13N
Method: DFT, the ωB97M-V functional and the def2-TZVPD basis

Element x y z (Å)
C -0.7778 1.9090 0.0476
C 0.6922 1.6429 0.3946
C 1.3557 0.7133 -0.6883
C 0.4483 -0.2316 -1.4862
C -0.3648 -1.1593 -0.6382
C -0.1280 -1.4350 0.6606
N -1.1200 -1.7767 1.5490
H -1.3093 2.5972 0.7010
H -1.3821 1.0129 0.1485
H -0.7896 2.2255 -0.9942
H 0.7605 1.1453 1.3591
H 1.2139 2.5841 0.2462
H 1.7843 1.4419 -1.3824
H 2.1870 0.1281 -0.3194
H 1.0413 -0.8266 -2.1880
H -0.2047 0.3944 -2.0974
H -1.0720 -1.8627 -1.0745
H 0.8416 -1.4390 1.1590
H -2.0903 -1.7637 1.3091
H -0.8432 -2.1219 2.4489

Properties
LUMO level   1.109 eV
Relative energy (zero: lowest compared OMol25 entry of this formula, charge and spin)   32.02 kcal per mole
SMILES   CCCC/C=C/N
E_tot   -291.10773 Ha